No. 1
Here is a 4-piece molecular cluster, C22H48N3O5 overall from the OMol25 dataset. Energies are from the ωB97M-V functional and the def2-TZVPD basis.

* charge: +1
* HOMO energy: -11.4 eV
* strongest force on any atom: 0.0091 Eh/bohr
* multiplicity: 1
* energy above the lowest of the compared OMol25 structures with the same formula, charge and spin: 0.00 kcal/mol

Each atom is followed by the atoms it is bonded to, with distances in Å.
Element x y z (Å)
1 C -1.6320 -3.0603 0.1315  C2 1.526, H19 1.095, H20 1.092, H21 1.093
2 C -2.8959 -3.1422 0.9826  C1 1.526, O3 1.424, H22 1.097, H23 1.101
3 O -4.0419 -3.4294 0.1868  C2 1.424, C4 1.399
4 C -5.1146 -2.5603 0.4155  O3 1.399, C5 1.525, H24 1.097, H25 1.092
5 C -4.8235 -1.1786 -0.1598  C4 1.525, O6 1.431, H26 1.098, H27 1.097
6 O -4.5365 -0.2635 0.9020  C5 1.431, C7 1.395
7 C -3.9681 0.9428 0.4941  O6 1.395, C8 1.538, N13 1.447, H28 1.097
8 C -4.8785 2.0675 1.0155  C7 1.538, N9 1.498, H29 1.089, H30 1.092
9 N -4.0424 3.2912 1.2361  C8 1.498, C10 1.514, H31 1.019, H32 1.020
10 C -3.0689 3.0911 2.3777  N9 1.514, N11 1.443, C12 1.530, H33 1.094
11 N -2.0373 4.0732 2.1463  C10 1.443, H34 1.016, H35 1.012
12 C -2.6872 1.6093 2.3947  C10 1.530, N13 1.453, H36 1.093, H37 1.099
13 N -2.6356 1.1671 1.0115  C7 1.447, C12 1.453, C14 1.476
14 C -1.6751 0.0867 0.7147  N13 1.476, C15 1.523, H38 1.093, H39 1.097
15 C -0.5095 0.5476 -0.1504  C14 1.523, C16 1.544, H40 1.102, H41 1.093
16 C -0.8979 0.7370 -1.6324  C15 1.544, C17 1.538, C18 1.534, H42 1.101
17 C -0.2580 1.9996 -2.2342  C16 1.538, H43 1.092, H44 1.096, H45 1.096
18 C -0.5583 -0.5139 -2.4521  C16 1.534, H46 1.094, H47 1.092, H48 1.096
19 H -1.8303 -2.5124 -0.7956  C1 1.095
20 H -0.8333 -2.5720 0.6946  C1 1.092
21 H -1.2741 -4.0567 -0.1419  C1 1.093
22 H -2.8020 -3.9251 1.7447  C2 1.097
23 H -3.0507 -2.1949 1.5216  C2 1.101
24 H -5.3225 -2.4638 1.4879  C4 1.097
25 H -5.9866 -2.9997 -0.0735  C4 1.092
26 H -3.9424 -1.2787 -0.8075  C5 1.098
27 H -5.6500 -0.7984 -0.7732  C5 1.097
28 H -3.9089 0.9819 -0.6002  C7 1.097
29 H -5.6856 2.3044 0.3242  C8 1.089
30 H -5.3013 1.7942 1.9846  C8 1.092
31 H -4.6296 4.0993 1.4357  N9 1.019
32 H -3.5135 3.5056 0.3912  N9 1.020
33 H -3.6151 3.3745 3.2816  C10 1.094
34 H -1.6167 3.9357 1.2321  N11 1.016
35 H -1.2882 3.9671 2.8178  N11 1.012
36 H -1.7024 1.5148 2.8582  C12 1.093
37 H -3.3871 1.0236 3.0063  C12 1.099
38 H -2.2129 -0.7277 0.2217  C14 1.093
39 H -1.3109 -0.3320 1.6605  C14 1.097
40 H -0.1558 1.5077 0.2578  C15 1.102
41 H 0.3081 -0.1737 -0.0667  C15 1.093
42 H -1.9901 0.8701 -1.6680  C16 1.101
43 H -0.3102 2.0009 -3.3255  C17 1.092
44 H -0.7562 2.9066 -1.8724  C17 1.096
45 H 0.7995 2.0731 -1.9565  C17 1.096
46 H 0.4968 -0.7795 -2.3405  C18 1.094
47 H -0.7525 -0.3544 -3.5151  C18 1.092
48 H -1.1570 -1.3739 -2.1293  C18 1.096
49 C 3.3230 -3.3191 2.6937  C50 1.507, H53 1.087, H54 1.091, H55 1.092
50 C 2.3651 -3.0824 1.5547  C49 1.507, O51 1.213, C52 1.503
51 O 1.2399 -2.6734 1.7463  C50 1.213
52 C 2.8914 -3.3608 0.1747  C50 1.503, H56 1.091, H57 1.090, H58 1.088
53 H 2.8468 -3.0768 3.6407  C49 1.087
54 H 3.6430 -4.3622 2.7012  C49 1.091
55 H 4.2139 -2.7040 2.5527  C49 1.092
56 H 3.1689 -4.4118 0.0761  C52 1.091
57 H 3.7837 -2.7542 0.0183  C52 1.090
58 H 2.1384 -3.1107 -0.5698  C52 1.088
59 C 3.9018 0.8140 2.1119  C60 1.509, H63 1.088, H64 1.091, H65 1.092
60 C 4.6812 0.5417 0.8484  C59 1.509, O61 1.209, C62 1.507
61 O 4.8159 -0.5788 0.4146  C60 1.209
62 C 5.2730 1.7376 0.1470  C60 1.507, H66 1.091, H67 1.091, H68 1.087
63 H 3.5139 -0.1160 2.5210  C59 1.088
64 H 4.5424 1.3012 2.8489  C59 1.091
65 H 3.0727 1.4901 1.8951  C59 1.092
66 H 5.9582 2.2626 0.8148  C62 1.091
67 H 4.4814 2.4338 -0.1350  C62 1.091
68 H 5.8071 1.4157 -0.7431  C62 1.087
69 C 4.8787 -0.3967 -3.0577  C70 1.508, H73 1.087, H74 1.091, H75 1.092
70 C 4.1662 0.8682 -3.4652  C69 1.508, O71 1.210, C72 1.509
71 O 3.1689 1.2496 -2.8952  C70 1.210
72 C 4.7730 1.6515 -4.6029  C70 1.509, H76 1.091, H77 1.091, H78 1.087
73 H 4.3535 -0.8736 -2.2343  C69 1.087
74 H 4.9550 -1.0861 -3.9000  C69 1.091
75 H 5.8934 -0.1543 -2.7370  C69 1.092
76 H 4.8138 1.0339 -5.5015  C72 1.091
77 H 5.7968 1.9370 -4.3551  C72 1.091
78 H 4.1816 2.5422 -4.7980  C72 1.087

No. 2
Here is a 8-piece molecular cluster, C22H48N4O31PS7 overall at a distorted geometry from the OMol25 dataset. Energies are from the ωB97M-V functional and the def2-TZVPD basis.

* charge: +1
* HOMO energy: -11.9 eV
* strongest force on any atom: 0.0893 Eh/bohr
* multiplicity: 1

Each atom is followed by the atoms it is bonded to, with distances in Å.
Element x y z (Å)
1 C 1.0987 -0.7554 0.8481  N2 1.496, H17 1.137, H18 1.141, H19 1.149
2 N 1.5551 -1.7783 -0.1441  C1 1.496, C3 1.493, C4 1.474
3 C 2.6439 -1.2035 -0.9878  N2 1.493, H20 1.151, H21 1.140, H22 1.149
4 C 0.4451 -2.3323 -0.9400  N2 1.474, O5 1.262, C6 1.611
5 O 0.2287 -3.5735 -0.8623  C4 1.262
6 C -0.4932 -1.4978 -1.9486  C4 1.611, C7 1.600, H23 1.154, H24 1.136
7 C -1.6903 -0.7066 -1.2400  C6 1.600, C8 1.610, N13 1.518, H25 1.154
8 C -1.8916 0.8061 -1.7537  C7 1.610, O9 1.445, N10 1.484, H26 1.158
9 O -0.6645 1.5478 -1.5715  C8 1.445, H27 0.985
10 N -2.4801 0.9297 -3.1100  C8 1.484, C11 1.499, H28 1.035
11 C -3.7313 0.1205 -3.2705  N10 1.499, C12 1.632, H29 1.164, H30 1.150
12 C -3.5212 -1.4320 -2.8146  C11 1.632, N13 1.501, H31 1.137, H32 1.148
13 N -3.0454 -1.3737 -1.3921  C7 1.518, C12 1.501, P14 1.817, H33 1.048
14 P -3.1523 -2.9589 -0.5113  N13 1.817, N15 1.796, O16 1.706
15 N -4.1812 -2.6263 0.9222  P14 1.796, H34 1.048, H35 1.045
16 O -3.9160 -4.1514 -1.4627  P14 1.706, H36 0.990
17 H 0.0998 -1.0074 1.3301  C1 1.137
18 H 1.1430 0.2673 0.3432  C1 1.141
19 H 1.8858 -0.7368 1.6845  C1 1.149
20 H 2.1941 -0.4308 -1.7122  C3 1.151
21 H 3.2291 -2.0288 -1.5125  C3 1.140
22 H 3.3893 -0.6769 -0.2898  C3 1.149
23 H 0.1625 -0.6964 -2.4586  C6 1.154
24 H -0.8058 -2.2148 -2.7719  C6 1.136
25 H -1.4817 -0.7026 -0.1046  C7 1.154
26 H -2.6542 1.2864 -1.0260  C8 1.158
27 H -0.7136 1.9856 -0.6906  O9 0.985
28 H -1.8291 0.5958 -3.8417  N10 1.035
29 H -4.6098 0.5026 -2.6093  C11 1.164
30 H -4.1366 0.1676 -4.3461  C11 1.150
31 H -2.7932 -1.9158 -3.5412  C12 1.137
32 H -4.5128 -2.0020 -2.9094  C12 1.148
33 H -3.7112 -0.7355 -0.8954  N13 1.048
34 H -5.0518 -2.2207 0.5038  N15 1.048
35 H -3.7235 -1.7873 1.3454  N15 1.045
36 H -4.8659 -3.9297 -1.6327  O16 0.990
37 C -8.2506 3.6165 -1.6029  C38 1.519, O43 1.430, H44 1.094, H45 1.090
38 C -6.7627 3.9067 -1.7060  C37 1.519, O39 1.431, H46 1.089, H47 1.092
39 O -6.1690 2.6641 -2.0951  C38 1.431, S40 1.620
40 S -7.2144 1.8497 -3.0276  O39 1.620, O41 1.432, O42 1.434, O43 1.620
41 O -6.8691 2.0843 -4.3972  S40 1.432
42 O -7.3765 0.5336 -2.4807  S40 1.434
43 O -8.5346 2.7219 -2.6816  C37 1.430, S40 1.620
44 H -8.4904 3.1072 -0.6653  C37 1.094
45 H -8.8539 4.5204 -1.6880  C37 1.090
46 H -6.3405 4.2565 -0.7654  C38 1.089
47 H -6.5565 4.6388 -2.4901  C38 1.092
48 C 3.9868 -3.9859 1.0840  C49 1.520, O54 1.430, H55 1.094, H56 1.091
49 C 3.6337 -5.0132 2.1475  C48 1.520, O50 1.430, H57 1.090, H58 1.094
50 O 4.7669 -5.0493 3.0182  C49 1.430, S51 1.621
51 S 5.4419 -3.5769 3.0715  O50 1.621, O52 1.434, O53 1.430, O54 1.623
52 O 4.9559 -2.9026 4.2395  S51 1.434
53 O 6.8345 -3.7052 2.7728  S51 1.430
54 O 4.6869 -2.9502 1.7787  C48 1.430, S51 1.623
55 H 4.6610 -4.4091 0.3338  C48 1.094
56 H 3.1012 -3.5830 0.5899  C48 1.091
57 H 3.4411 -5.9993 1.7255  C49 1.090
58 H 2.7671 -4.6932 2.7336  C49 1.094
59 C 5.0562 0.5840 6.6137  C60 1.519, O65 1.428, H66 1.094, H67 1.090
60 C 5.9518 -0.0469 5.5612  C59 1.519, O61 1.431, H68 1.090, H69 1.094
61 O 6.3287 1.0316 4.7000  C60 1.431, S62 1.623
62 S 6.4181 2.3966 5.5738  O61 1.623, O63 1.431, O64 1.432, O65 1.621
63 O 7.7852 2.6208 5.9321  S62 1.431
64 O 5.6094 3.3873 4.9289  S62 1.432
65 O 5.6338 1.8607 6.8873  C59 1.428, S62 1.621
66 H 4.0460 0.7444 6.2264  C59 1.094
67 H 5.0043 -0.0137 7.5238  C59 1.090
68 H 5.4415 -0.8303 5.0008  C60 1.090
69 H 6.8625 -0.4542 6.0094  C60 1.094
70 C 3.3900 -1.0715 -4.8462  C71 1.520, O76 1.430, H77 1.093, H78 1.090
71 C 2.9607 -1.4621 -6.2511  C70 1.520, O72 1.429, H79 1.090, H80 1.094
72 O 2.3393 -2.7402 -6.1055  C71 1.429, S73 1.621
73 S 1.6158 -2.8172 -4.6574  O72 1.621, O74 1.435, O75 1.429, O76 1.622
74 O 0.2252 -2.5086 -4.8316  S73 1.435
75 O 2.0710 -3.9932 -3.9850  S73 1.429
76 O 2.3384 -1.5272 -3.9908  C70 1.430, S73 1.622
77 H 4.3110 -1.5850 -4.5572  C70 1.093
78 H 3.5275 0.0051 -4.7412  C70 1.090
79 H 3.8012 -1.5192 -6.9421  C71 1.090
80 H 2.2141 -0.7660 -6.6441  C71 1.094
81 C 3.8628 3.3202 0.8091  C82 1.520, O87 1.428, H88 1.093, H89 1.090
82 C 3.5808 3.4995 2.2914  C81 1.520, O83 1.431, H90 1.089, H91 1.094
83 O 2.3152 4.1640 2.3507  C82 1.431, S84 1.619
84 S 1.4133 3.6882 1.0927  O83 1.619, O85 1.436, O86 1.431, O87 1.619
85 O 0.5358 2.6414 1.5354  S84 1.436
86 O 0.9455 4.8529 0.4052  S84 1.431
87 O 2.5986 3.0115 0.2210  C81 1.428, S84 1.619
88 H 4.2305 4.2476 0.3619  C81 1.093
89 H 4.5770 2.5188 0.6188  C81 1.090
90 H 4.3506 4.0867 2.7909  C82 1.089
91 H 3.4774 2.5339 2.7943  C82 1.094
92 C -1.8549 -4.7735 2.6801  C93 1.520, O98 1.428, H99 1.094, H100 1.090
93 C -2.1736 -5.8017 3.7538  C92 1.520, O94 1.428, H101 1.090, H102 1.094
94 O -1.0523 -5.7713 4.6381  C93 1.428, S95 1.622
95 S -0.4484 -4.2661 4.6777  O94 1.622, O96 1.431, O97 1.431, O98 1.623
96 O -0.9768 -3.5977 5.8278  S95 1.431
97 O 0.9531 -4.3332 4.3946  S95 1.431
98 O -1.2145 -3.6961 3.3653  C92 1.428, S95 1.623
99 H -1.1514 -5.1757 1.9454  C92 1.094
100 H -2.7503 -4.4201 2.1685  C92 1.090
101 H -2.3141 -6.8016 3.3439  C93 1.090
102 H -3.0620 -5.5150 4.3241  C93 1.094
103 C -1.2231 6.5069 -2.2477  C104 1.520, O109 1.427, H110 1.093, H111 1.090
104 C -1.5034 6.6832 -0.7646  C103 1.520, O105 1.428, H112 1.089, H113 1.093
105 O -2.7718 7.3366 -0.7000  C104 1.428, S106 1.621
106 S -3.6743 6.8548 -1.9568  O105 1.621, O107 1.434, O108 1.429, O109 1.620
107 O -4.5373 5.8003 -1.5098  S106 1.434
108 O -4.1544 8.0136 -2.6423  S106 1.429
109 O -2.4852 6.1873 -2.8323  C103 1.427, S106 1.620
110 H -0.8648 7.4378 -2.6956  C103 1.093
111 H -0.5020 5.7120 -2.4395  C103 1.090
112 H -0.7392 7.2778 -0.2654  C104 1.089
113 H -1.5963 5.7161 -0.2628  C104 1.093

No. 3
Here is a 5-piece molecular cluster, C22H49BrF3N10O4 overall at a distorted geometry from the OMol25 dataset. Energies are from the ωB97M-V functional and the def2-TZVPD basis.

* charge: +1
* HOMO energy: -10.5 eV
* strongest force on any atom: 0.0416 Eh/bohr
* multiplicity: 1
* energy above the lowest of the compared OMol25 structures with the same formula, charge and spin: 13.54 kcal/mol

Each atom is followed by the atoms it is bonded to, with distances in Å.
Element x y z (Å)
1 C 2.4386 0.7812 -1.3629  C2 1.540, H21 1.081, H22 1.076, H23 1.075
2 C 2.3768 1.3281 -2.8008  C1 1.540, C3 1.541, H24 1.079, H25 1.081
3 C 1.5976 2.6457 -2.9751  C2 1.541, Br4 1.986, N5 1.445, H26 1.078
4 Br 2.0989 3.3133 -4.7771  C3 1.986
5 N 1.9113 3.6018 -1.9374  C3 1.445, C6 1.479, C14 1.350
6 C 3.3307 4.0175 -1.9015  N5 1.479, C7 1.529, H27 1.084, H28 1.076
7 C 3.6387 5.4029 -2.4707  C6 1.529, C8 1.516, C12 1.526, H29 1.079
8 C 4.8538 5.9315 -1.7343  C7 1.516, F9 1.324, F10 1.328, F11 1.328
9 F 5.8859 5.1265 -1.9310  C8 1.324
10 F 5.2087 7.1285 -2.1882  C8 1.328
11 F 4.6081 6.0878 -0.4389  C8 1.328
12 C 2.4930 6.3890 -2.2580  C7 1.526, N13 1.473, H30 1.080, H31 1.082
13 N 1.5685 5.8273 -1.2577  C12 1.473, C14 1.402, H32 1.011
14 C 1.0633 4.6448 -1.8163  N5 1.350, N13 1.402, N15 1.283
15 N -0.1728 4.6978 -2.1576  C14 1.283, C16 1.481, H33 1.010
16 C -0.9606 5.9427 -2.0104  N15 1.481, C17 1.541, H34 1.081, H35 1.080
17 C -2.4128 5.8395 -2.5153  C16 1.541, N18 1.451, N19 1.442, N20 1.438
18 N -3.1271 7.0441 -2.1374  C17 1.451, H36 1.009, H37 1.011
19 N -2.3938 5.8001 -3.9563  C17 1.442, H38 1.007, H39 1.006
20 N -3.1871 4.7451 -1.9945  C17 1.438, H40 1.006, H41 1.016
21 H 3.4756 0.6764 -1.0764  C1 1.081
22 H 1.9826 1.4118 -0.6201  C1 1.076
23 H 1.9775 -0.1853 -1.2644  C1 1.075
24 H 3.3856 1.4718 -3.1565  C2 1.079
25 H 1.8660 0.6152 -3.4327  C2 1.081
26 H 0.5514 2.3975 -3.0502  C3 1.078
27 H 3.6075 4.0085 -0.8538  C6 1.084
28 H 3.9828 3.3115 -2.3864  C6 1.076
29 H 3.8592 5.3896 -3.5270  C7 1.079
30 H 2.8245 7.3530 -1.9014  C12 1.080
31 H 1.9283 6.5880 -3.1590  C12 1.082
32 H 2.0196 5.6431 -0.3721  N13 1.011
33 H -0.6173 3.8848 -2.5588  N15 1.010
34 H -0.9213 6.1942 -0.9598  C16 1.081
35 H -0.4785 6.7521 -2.5394  C16 1.080
36 H -3.1722 7.0760 -1.1303  N18 1.009
37 H -2.6358 7.8611 -2.4729  N18 1.011
38 H -3.3151 6.0238 -4.2952  N19 1.007
39 H -2.1050 4.8984 -4.2951  N19 1.006
40 H -3.3250 4.8176 -1.0002  N20 1.006
41 H -2.8496 3.8243 -2.2587  N20 1.016
42 C 1.6001 -0.5784 2.1610  O43 1.224, N44 1.334, H47 1.102
43 O 1.9279 0.1504 1.2340  C42 1.224
44 N 1.3757 -1.8887 2.0516  C42 1.334, C45 1.461, C46 1.452
45 C 0.9981 -2.7211 3.1919  N44 1.461, H48 1.086, H49 1.091, H50 1.088
46 C 1.5234 -2.5127 0.7486  N44 1.452, H51 1.091, H52 1.091, H53 1.087
47 H 1.4848 -0.2028 3.1901  C42 1.102
48 H 1.7402 -3.5001 3.3396  C45 1.086
49 H 0.0308 -3.1854 2.9952  C45 1.091
50 H 0.9295 -2.1205 4.0962  C45 1.088
51 H 2.5414 -2.3678 0.3839  C46 1.091
52 H 0.8383 -2.0528 0.0348  C46 1.091
53 H 1.3110 -3.5758 0.8228  C46 1.087
54 C -2.9948 1.1574 -0.8218  O55 1.227, N56 1.328, H59 1.100
55 O -2.6689 2.2459 -1.2838  C54 1.227
56 N -3.8843 1.0248 0.1551  C54 1.328, C57 1.451, C58 1.456
57 C -4.2868 -0.2639 0.6855  N56 1.451, H60 1.091, H61 1.088, H62 1.084
58 C -4.4849 2.2285 0.7125  N56 1.456, H63 1.090, H64 1.091, H65 1.085
59 H -2.5865 0.2055 -1.1912  C54 1.100
60 H -5.3604 -0.3970 0.5457  C57 1.091
61 H -4.0566 -0.3070 1.7480  C57 1.088
62 H -3.7639 -1.0655 0.1761  C57 1.084
63 H -5.0035 2.7786 -0.0731  C58 1.090
64 H -3.7055 2.8696 1.1262  C58 1.091
65 H -5.1885 1.9618 1.4947  C58 1.085
66 C 2.7546 -5.9026 3.8011  O67 1.220, N68 1.335, H71 1.104
67 O 1.9264 -5.2353 4.3981  C66 1.220
68 N 2.5109 -7.0874 3.2366  C66 1.335, C69 1.450, C70 1.458
69 C 3.5396 -7.8392 2.5445  N68 1.450, H72 1.092, H73 1.091, H74 1.088
70 C 1.1616 -7.6342 3.3230  N68 1.458, H75 1.099, H76 1.092, H77 1.087
71 H 3.7990 -5.5684 3.6769  C66 1.104
72 H 3.2452 -7.9952 1.5050  C69 1.092
73 H 3.6742 -8.8090 3.0263  C69 1.091
74 H 4.4840 -7.3001 2.5670  C69 1.088
75 H 0.4495 -6.9415 2.8528  C70 1.099
76 H 0.8867 -7.7545 4.3730  C70 1.092
77 H 1.1210 -8.5986 2.8222  C70 1.087
78 C -2.1936 -6.7423 2.8005  O79 1.219, N80 1.338, H83 1.102
79 O -1.2640 -6.1965 2.2319  C78 1.219
80 N -3.2756 -7.2408 2.1922  C78 1.338, C81 1.452, C82 1.454
81 C -4.3489 -7.8821 2.9309  N80 1.452, H84 1.091, H85 1.091, H86 1.087
82 C -3.3756 -7.1354 0.7453  N80 1.454, H87 1.090, H88 1.090, H89 1.086
83 H -2.2123 -6.8725 3.8949  C78 1.102
84 H -4.4644 -8.9127 2.5925  C81 1.091
85 H -5.2836 -7.3446 2.7636  C81 1.091
86 H -4.1279 -7.8829 3.9953  C81 1.087
87 H -2.5327 -7.6457 0.2793  C82 1.090
88 H -3.3469 -6.0864 0.4494  C82 1.090
89 H -4.3045 -7.5837 0.4057  C82 1.086

Number 1: E -38293.6469 eV, Kohn-Sham gap 8.7 eV. Number 2: E -178146.2909 eV, Kohn-Sham gap 8.8 eV. Number 3: E -124890.0605 eV, Kohn-Sham gap 8.0 eV.